# 1
The following is a quantum chemistry calculation of a molecular structure, C11H6F3N3OS in a non-equilibrium geometry, from OMol25.

The geometry in XYZ format:
```
25
Properties=species:S:1:pos:R:3
S -1.89 -1.57 -0.17
F 2.27 -1.33 -0.78
F 2.73 0.22 0.67
F 3.64 0.24 -1.38
O -2.37 -3.40 2.99
N 0.42 -0.97 4.26
N -2.52 -2.74 0.89
N 0.01 0.25 0.81
C 0.41 2.48 -2.76
C -0.17 -1.31 3.33
C -1.91 -2.60 2.03
C 0.13 0.86 -0.45
C -0.79 -0.88 0.99
C -0.92 1.60 -0.98
C -0.79 2.42 -2.10
C 1.48 1.66 -2.34
C 2.51 0.00 -0.66
C -0.93 -1.57 2.15
C 1.37 0.83 -1.16
H -1.84 1.58 -0.36
H 0.83 0.29 1.40
H 2.42 1.67 -2.91
H 0.54 3.15 -3.63
H -2.97 -3.98 2.52
H -1.64 3.08 -2.36
```

The calculation puts the energy above the lowest of the compared OMol25 structures with the same formula, charge and spin at 0.0 kJ/mol. The charge is 0. The value obtained for the total energy is -37009.7891 eV.

# 2
The following is a quantum chemistry calculation of a molecular structure, C11H7CaF2NO4 in a non-equilibrium geometry, from OMol25.

The geometry in XYZ format:
```
26
Properties=species:S:1:pos:R:3
Ca -3.44 -0.35 4.01
F 0.64 3.36 -2.06
F 3.68 1.57 -2.41
O 3.94 0.64 -0.15
O 2.70 -2.08 -1.09
O 0.79 1.13 -3.10
O -2.01 -1.89 1.21
N 1.61 1.21 -0.81
C -1.22 -1.56 0.19
C -0.42 -0.11 0.03
C -1.13 1.27 0.58
C -1.05 0.42 3.24
C 1.01 1.92 -2.02
C 1.46 -1.59 -1.16
C 3.09 1.11 -1.10
C 0.31 -2.61 -1.80
C -1.68 1.18 2.12
C 0.94 -0.13 -0.65
C -1.04 -2.61 -1.10
H -2.07 1.51 -0.11
H -0.43 2.23 0.51
H -1.19 -0.74 3.40
H -1.93 -3.32 -1.45
H -2.70 1.75 2.36
H 0.56 -3.29 -2.72
H -0.43 0.98 4.08
```

The calculation puts the energy above the lowest of the compared OMol25 structures with the same formula, charge and spin at 1243.9 kJ/mol. The charge is +2. The value obtained for the total energy is -45041.5343 eV.

# 3
The following is a quantum chemistry calculation of a molecular structure, C11H7F5IrN2O10, from OMol25.

The geometry in XYZ format:
```
36
Properties=species:S:1:pos:R:3
Ir 1.23 -0.55 0.64
F 5.20 -1.42 2.72
F 4.59 -0.31 4.47
F -0.42 -2.85 -0.12
F 4.41 -2.47 4.43
F 0.80 -3.32 1.65
O -4.11 1.65 -4.89
O 2.82 -0.66 1.98
O -2.66 0.32 -5.79
O 1.94 -1.53 3.87
O -3.44 3.49 -0.64
O -2.19 2.50 0.78
O 1.05 -1.30 -3.38
O 1.63 -0.53 -1.38
O -0.17 -0.36 2.40
O -0.22 1.08 -0.18
N -2.60 2.68 -0.34
N -3.10 0.98 -4.87
C 0.82 -2.69 0.44
C -0.44 0.20 -2.37
C -0.87 1.03 -1.24
C -2.77 1.81 -2.58
C 4.30 -1.36 3.70
C -0.29 0.92 3.06
C -2.08 1.83 -1.41
C 0.84 -0.63 -2.40
C -2.31 0.99 -3.62
C 2.86 -1.19 3.16
C -1.18 0.19 -3.53
H -1.10 0.87 3.79
H -0.86 -0.42 -4.36
H -0.53 1.66 2.30
H 0.31 -0.96 3.03
H 0.64 1.17 3.56
H -3.66 2.41 -2.70
H 1.55 -3.20 -0.20
```

The calculation puts the energy above the lowest of the compared OMol25 structures with the same formula, charge and spin at 40.0 kJ/mol. Its expectation value of S² is 8.802. The charge is 0. Its spin multiplicity is 6. The value obtained for the total energy is -51390.9715 eV.